one:
# C2H6ClNO

The molecule C2H6ClNO (ωB97M-V/def2-TZVPD, the Open Molecules 2025 dataset).

Properties
LUMO energy = 0.307 eV
HOMO-LUMO gap = 9.8 eV

Atoms and positions in Å:
Cl 1.52 -0.45 1.52
O -0.32 -0.50 -0.42
N 0.25 0.44 0.39
C 0.55 -0.90 -1.49
C -0.84 0.92 1.17
H -1.51 1.40 0.44
H -0.55 1.83 1.60
H 1.43 -1.05 -0.99
H 0.15 -1.86 -1.92
H 0.58 0.06 -2.20
H -1.26 0.10 1.89

natural (NBO) atomic charge list, values in e, 6 entries:
1. Cl -0.0972
2. O -0.3863
3. N -0.0464
4. C -0.2591
5. C -0.4648
6. H 0.2325



two:
# C2H6ClNO

A cluster of 2 separate species, C2H6ClNO in total (ωB97M-V/def2-TZVPD, the Open Molecules 2025 dataset).

Properties
LUMO energy (spin up / spin down) = -1.490 / -2.954 eV
HOMO-LUMO gap (spin up / spin down) = 9.3 / 7.3 eV

Atoms and positions in Å:
Cl 1.97 1.24 -1.49
O 0.37 -1.84 1.01
N -0.03 -0.17 -0.52
C -1.06 0.78 -0.58
C 0.52 -0.48 0.75
H 0.04 0.06 1.58
H -1.97 0.23 -0.27
H -0.95 1.63 0.11
H 0.73 -2.34 0.27
H -1.21 1.11 -1.60
H 1.59 -0.21 0.75

natural (NBO) atomic charge list, values in e, 6 entries:
1. Cl -0.2231
2. O -0.6950
3. N -0.1386
4. C -0.4849
5. C 0.0105
6. H 0.1610



Which structure wins on stability? two wins.



one:
# C5H10O3S

The molecule C5H10O3S (ωB97M-V/def2-TZVPD, the Open Molecules 2025 dataset).

Properties
LUMO energy = 0.643 eV
HOMO-LUMO gap = 9.3 eV

Atoms and positions in Å:
S 2.61 0.68 0.48
O 1.80 -1.55 -0.90
O -2.74 -0.26 -0.39
O 0.90 -1.47 1.19
C 1.42 1.49 -0.61
C 0.26 0.48 -0.49
C -0.84 0.84 0.43
C 1.42 -0.78 0.12
C -1.90 -0.28 0.76
H -2.31 -0.15 1.74
H -1.47 -1.33 0.72
H -0.15 0.05 -1.42
H -3.41 -0.97 -0.36
H -1.40 1.61 -0.06
H 1.22 2.49 -0.51
H 1.76 -1.00 -1.69
H 1.33 -2.37 1.17
H 1.86 1.36 -1.69
H -0.36 1.17 1.50

natural (NBO) atomic charge list, values in e, 6 entries:
1. S 0.0851
2. O -0.7121
3. O -0.7424
4. O -0.7020
5. C -0.5274
6. C -0.2397



two:
# C5H10O3S

The molecule C5H10O3S (ωB97M-V/def2-TZVPD, the Open Molecules 2025 dataset).

Properties
LUMO energy = 0.571 eV
HOMO-LUMO gap = 8.8 eV

Atoms and positions in Å:
S -0.11 -0.44 -0.23
O 0.82 -1.40 -0.78
O -0.53 -0.91 1.32
O -1.89 1.39 -1.01
C -0.95 0.34 -1.54
C 1.09 0.85 0.37
C 0.53 -0.77 2.26
C -1.57 -0.65 -2.47
C 1.51 0.40 1.74
H -0.91 -1.62 -2.50
H -2.48 -0.98 -2.18
H 2.62 0.16 1.78
H -1.50 2.18 -1.39
H -1.82 -0.18 -3.40
H 1.17 -1.66 2.34
H 0.53 1.83 0.44
H 1.42 1.17 2.40
H 0.07 -0.61 3.13
H 1.99 0.90 -0.27

natural (NBO) atomic charge list, values in e, 6 entries:
1. S 1.8703
2. O -0.9477
3. O -0.6932
4. O -0.7371
5. C -0.1411
6. C -0.6069



Which structure wins on stability? one wins.



one:
# C5H16NO5

A cluster of 4 separate species, C5H16NO5 in total (ωB97M-V/def2-TZVPD, the Open Molecules 2025 dataset).

Properties
LUMO energy = 3.609 eV
HOMO-LUMO gap = 8.6 eV
total charge = -1

Atoms and positions in Å:
O -0.67 -3.53 -0.94
O 1.04 0.20 2.75
O -1.30 2.26 2.05
O 0.95 1.99 0.98
O -3.00 1.43 0.24
N 0.53 -1.85 -2.71
C 0.07 -1.31 -1.42
C 1.77 0.50 -0.79
C 0.88 1.70 -0.39
C 1.19 -0.89 -0.47
C -0.77 -2.35 -0.70
H -0.15 1.52 -0.71
H 1.24 2.60 -0.93
H -0.57 -0.46 -1.65
H 1.47 -1.48 -2.90
H 2.01 0.58 -1.86
H 0.54 -2.86 -2.69
H -3.34 2.27 -0.09
H 1.01 0.89 1.95
H 1.98 -1.64 -0.57
H -2.32 1.71 0.93
H 1.64 0.62 3.37
H -0.31 2.16 1.59
H -1.46 -1.96 0.06
H -1.22 1.53 2.68
H 2.69 0.63 -0.21
H 0.86 -0.87 0.57

natural (NBO) atomic charge list, values in e, 6 entries:
1. O -0.5675
2. O -1.0525
3. O -1.0423
4. O -0.9060
5. O -1.0155
6. N -0.8504



two:
# C5H16NO5

A cluster of 4 separate species, C5H16NO5 in total (ωB97M-V/def2-TZVPD, the Open Molecules 2025 dataset).

Properties
LUMO energy = 3.176 eV
HOMO-LUMO gap = 7.4 eV
total charge = -1

Atoms and positions in Å:
O 2.20 -0.95 2.40
O -2.40 1.35 -0.01
O 1.35 -2.52 1.01
O 0.84 2.84 -1.80
O -2.17 -0.07 -2.46
N -1.08 -0.81 1.09
C -1.45 -2.19 0.77
C 0.33 -0.30 1.09
C 0.86 0.07 -0.31
C 1.39 -1.41 1.56
C 2.27 0.76 -0.22
H -1.95 0.58 0.47
H 0.13 0.62 -0.89
H 1.76 2.68 -1.60
H -1.30 0.28 -2.63
H -1.72 2.02 -0.12
H -0.77 -2.94 1.13
H 0.32 2.55 -1.05
H 2.26 1.77 0.19
H -1.60 -2.26 -0.31
H -2.40 0.26 -1.56
H 1.15 -0.82 -0.85
H 0.36 0.51 1.81
H -2.41 -2.38 1.25
H 2.95 0.12 0.33
H -1.42 -0.55 2.00
H 2.51 0.79 -1.29

natural (NBO) atomic charge list, values in e, 6 entries:
1. O -0.7896
2. O -1.0012
3. O -0.7727
4. O -0.9452
5. O -0.9766
6. N -0.6695



Which structure wins on stability? two wins.



one:
# C16H19N3O3

The molecule C16H19N3O3 (ωB97M-V/def2-TZVPD, the Open Molecules 2025 dataset).

Properties
LUMO energy = 0.446 eV
HOMO-LUMO gap = 8.5 eV

Atoms and positions in Å:
O -2.16 -1.93 -0.25
O -3.28 2.23 -0.66
O -2.92 0.19 -1.42
N -1.15 -0.27 0.90
N -0.51 -3.84 0.78
N 3.41 0.29 -0.35
C -1.95 1.88 1.71
C -2.37 0.67 0.89
C 0.83 -2.42 -0.68
C -0.16 0.27 1.87
C 2.53 2.27 -1.62
C 1.52 2.69 -2.45
C 2.97 -1.01 -0.13
C 1.46 0.03 -1.43
C 1.74 -1.24 -0.73
C 0.43 0.49 -2.25
C -1.22 -1.53 0.45
C -2.94 1.11 -0.49
C -0.05 -2.49 0.62
C 2.54 0.91 -1.18
C -0.95 1.27 2.71
C 0.46 1.80 -2.76
H 0.74 0.70 1.34
H -1.41 2.58 1.04
H -0.37 2.12 -3.39
H 0.57 -2.08 1.43
H 3.38 2.92 -1.35
H 3.50 -1.75 0.49
H -2.86 -0.69 -0.97
H -0.32 2.00 3.24
H 0.27 -4.46 1.07
H 0.16 -2.40 -1.54
H 0.22 -0.59 2.46
H -1.53 0.73 3.48
H 1.40 -3.37 -0.70
H -0.52 -0.03 -2.42
H -2.79 2.38 2.18
H -3.20 0.12 1.38
H 4.23 0.67 0.11
H -1.22 -3.95 1.46
H 1.51 3.71 -2.81

natural (NBO) atomic charge list, values in e, 6 entries:
1. O -0.6688
2. O -0.5766
3. O -0.6852
4. N -0.4155
5. N -0.8120
6. N -0.5352



two:
# C16H19N3O3

A structure of composition C16H19N3O3 (ωB97M-V/def2-TZVPD, the Open Molecules 2025 dataset).

Properties
LUMO energy = 0.609 eV
HOMO-LUMO gap = 8.6 eV

Atoms and positions in Å:
O -2.43 -1.76 0.57
O -1.76 1.23 2.10
O -2.79 1.14 0.15
N 0.73 4.18 1.72
N -1.87 -2.19 -3.02
N -1.05 -0.78 -0.83
C -2.25 -2.76 -1.62
C -0.12 -3.83 -2.43
C 2.43 1.09 1.95
C 0.52 2.21 0.50
C -2.03 -1.66 -0.60
C 1.77 3.34 2.18
C -0.80 -3.17 -3.50
C -1.85 0.98 0.94
C 3.51 1.48 2.74
C -1.25 -3.93 -1.36
C 0.32 1.20 -0.55
C 3.62 2.68 3.52
C -0.59 0.25 0.08
C 2.72 3.65 3.12
C -0.04 3.43 0.83
C 1.68 2.16 1.39
H 4.56 3.15 4.19
H -0.14 -0.37 0.91
H 2.57 4.71 3.51
H 0.17 -4.87 -2.53
H 2.50 0.30 1.26
H -0.77 -0.52 -1.84
H 0.25 5.01 2.32
H -1.14 -4.09 -4.14
H -0.05 -2.68 -4.20
H -3.32 -3.23 -1.49
H -0.92 3.68 0.08
H -0.88 -3.72 -0.20
H 4.27 0.78 3.08
H 1.43 0.46 -0.64
H -1.77 -5.06 -1.15
H -2.71 -2.23 -3.62
H 0.20 1.44 -1.96
H 0.73 -3.30 -1.95
H -3.47 1.59 0.52

natural (NBO) atomic charge list, values in e, 6 entries:
1. O -0.6505
2. O -0.5897
3. O -0.6491
4. N -0.5534
5. N -0.6401
6. N -0.6186



three:
# C16H19N3O3

The molecule C16H19N3O3 (ωB97M-V/def2-TZVPD, the Open Molecules 2025 dataset).

Properties
LUMO energy = -0.198 eV
HOMO-LUMO gap = 8.2 eV

Atoms and positions in Å:
O 0.60 2.69 6.31
O 0.82 -0.97 -2.25
O -0.63 -1.74 0.90
N -0.65 4.46 6.66
N -0.77 -2.54 -1.76
N 0.87 -0.12 0.54
C 0.07 0.20 2.88
C -1.77 -2.08 -4.02
C -0.48 4.26 5.35
C -1.12 5.12 4.33
C 0.16 -1.59 -1.36
C -2.35 -4.04 -2.55
C 0.44 2.38 3.93
C 0.22 3.13 5.11
C 0.11 -1.16 0.07
C -1.25 -3.02 -3.00
C 1.07 2.90 2.79
C 0.02 3.51 7.24
C 1.08 2.01 1.64
C -0.13 -3.78 -3.72
C 0.63 0.66 1.67
C -0.09 1.14 3.91
H -1.05 4.75 3.25
H -0.51 -4.15 -4.72
H -1.89 -4.95 -2.06
H -2.74 -1.51 -3.82
H 0.10 -4.78 -3.34
H -2.12 5.27 4.58
H -0.27 -0.85 2.89
H -1.82 -2.48 -5.02
H 1.48 0.31 -0.15
H -1.04 -3.12 -0.89
H 1.59 2.43 0.80
H -0.73 6.10 4.34
H -3.06 -3.51 -1.89
H -2.90 -4.37 -3.42
H -0.58 0.78 4.76
H -1.01 -1.39 -4.08
H 0.75 -3.09 -3.89
H -0.10 3.45 8.29
H 1.48 3.95 2.65

natural (NBO) atomic charge list, values in e, 6 entries:
1. O -0.3943
2. O -0.6231
3. O -0.6030
4. N -0.4531
5. N -0.5915
6. N -0.5661



Which structure wins on stability? one wins.



one:
# C10H18O2

The molecule C10H18O2 (ωB97M-V/def2-TZVPD, the Open Molecules 2025 dataset).

Properties
LUMO energy = 0.931 eV
HOMO-LUMO gap = 10.2 eV

Atoms and positions in Å:
O 1.73 -1.26 1.79
O -0.29 2.60 0.70
C 0.69 -0.63 2.04
C 0.22 0.61 -0.76
C -0.43 -0.73 -0.27
C -0.10 -0.18 4.41
C 0.55 0.53 -2.26
C 0.12 3.31 -0.43
C -0.57 1.88 -0.46
C -0.62 -0.76 1.24
C -1.34 -2.05 1.62
C 0.73 0.33 3.22
H -0.34 0.68 -2.89
H -1.07 -0.59 4.10
H -0.48 4.17 -0.75
H -0.28 0.67 5.11
H 1.75 0.53 3.56
H -1.64 1.70 -0.65
H -1.27 0.10 1.52
H -0.83 -2.92 1.22
H 0.28 1.27 2.81
H 1.20 3.40 -0.63
H 0.18 -1.58 -0.62
H -1.42 -0.81 -0.71
H 0.91 -0.46 -2.53
H -2.37 -2.06 1.25
H 0.44 -0.99 4.95
H 1.36 1.24 -2.52
H 1.22 0.70 -0.24
H -1.39 -2.15 2.70

natural (NBO) atomic charge list, values in e, 6 entries:
1. O -0.5646
2. O -0.5100
3. C 0.6238
4. C -0.2608
5. C -0.3790
6. C -0.6015



two:
# C10H18O2

The molecule C10H18O2 (ωB97M-V/def2-TZVPD, the Open Molecules 2025 dataset).

Properties
LUMO energy = 0.982 eV
HOMO-LUMO gap = 10.4 eV

Atoms and positions in Å:
O 0.61 1.96 -1.68
O 1.17 0.48 3.01
C -0.09 0.01 2.51
C -0.81 0.09 0.06
C -2.17 1.22 1.81
C 0.60 -0.17 -0.53
C 3.53 1.69 -0.01
C 1.25 1.10 -1.09
C 0.12 0.60 3.95
C 2.77 1.12 -1.23
C 0.49 -1.24 -1.68
C -0.75 0.83 1.39
H -0.01 -2.16 -1.32
H 0.20 -0.02 4.85
H 1.51 -1.45 -2.02
H -1.41 0.69 -0.63
H 3.09 1.65 -2.14
H -0.08 -0.85 -2.55
H -0.16 1.74 1.24
H 3.06 0.12 -1.45
H -0.09 -1.08 2.27
H 1.24 -0.58 0.27
H 3.26 1.10 0.83
H 3.27 2.74 0.16
H -1.35 -0.88 0.22
H -2.17 1.68 2.76
H -0.33 1.64 4.13
H -2.80 0.32 1.89
H 4.61 1.62 -0.22
H -2.66 1.90 1.09

natural (NBO) atomic charge list, values in e, 6 entries:
1. O -0.5499
2. O -0.5128
3. C 0.0671
4. C -0.3857
5. C -0.5927
6. C -0.3277



Which structure wins on stability? one wins.



one:
# CH5N

The molecule CH5N (ωB97M-V/def2-TZVPD, the Open Molecules 2025 dataset).

Properties
LUMO energy = 1.060 eV
HOMO-LUMO gap = 10.3 eV

Atoms and positions in Å:
N -0.34 -0.55 0.63
C 0.44 0.28 -0.31
H -1.12 -1.01 -0.23
H -0.91 0.02 1.33
H 1.29 -0.25 -0.58
H 0.92 1.02 0.27
H -0.27 0.49 -1.11

natural (NBO) atomic charge list, values in e, 6 entries:
1. N -0.8226
2. C -0.4267
3. H 0.3265
4. H 0.3577
5. H 0.1892
6. H 0.1923



two:
# CH5N

The molecule CH5N (ωB97M-V/def2-TZVPD, the Open Molecules 2025 dataset).

Properties
LUMO energy = 1.119 eV
HOMO-LUMO gap = 10.6 eV

Atoms and positions in Å:
N 0.52 0.04 0.58
C -0.41 -0.19 -0.55
H -0.07 0.51 1.57
H 0.12 -0.24 -1.37
H 1.10 0.90 0.32
H -1.25 0.72 -0.94
H -1.05 -1.07 -0.34

natural (NBO) atomic charge list, values in e, 6 entries:
1. N -0.8120
2. C -0.3769
3. H 0.3389
4. H 0.1811
5. H 0.3498
6. H 0.1248



Which structure wins on stability? one wins.



one:
# C3H14N2O3

A cluster of 4 separate species, C3H14N2O3 in total (ωB97M-V/def2-TZVPD, the Open Molecules 2025 dataset).

Properties
LUMO energy = -3.510 eV
HOMO-LUMO gap = 5.5 eV

Atoms and positions in Å:
O 1.13 -0.11 1.86
O 3.01 -0.35 0.25
O -0.82 -1.99 0.02
N -2.35 0.01 -0.17
N -0.38 1.45 0.19
C -1.67 0.82 0.69
C 0.13 0.24 -1.95
C 0.48 0.69 -0.56
H -1.20 -2.86 -0.14
H -3.11 0.51 -0.63
H 0.60 -0.26 0.15
H 1.36 -0.89 2.37
H 0.12 1.69 1.06
H 0.82 -0.58 -2.15
H 0.35 1.07 -2.64
H -0.93 0.03 -1.99
H 3.78 -0.75 0.67
H 2.26 -0.22 0.98
H -1.21 0.14 1.46
H -1.59 -1.37 -0.14
H 1.48 1.13 -0.52
H -2.27 1.60 1.18

natural (NBO) atomic charge list, values in e, 6 entries:
1. O -1.0165
2. O -1.0535
3. O -0.9961
4. N -0.6411
5. N -0.2984
6. C -0.1521



two:
# C3H14N2O3

A cluster of 3 separate species, C3H14N2O3 in total (ωB97M-V/def2-TZVPD, the Open Molecules 2025 dataset).

Properties
LUMO energy = 0.689 eV
HOMO-LUMO gap = 9.6 eV

Atoms and positions in Å:
O -2.13 1.70 0.21
O -1.30 -2.82 0.24
O 0.30 -0.46 -2.77
N 1.45 -0.71 2.06
N 0.16 0.01 -0.59
C -0.20 0.55 -1.89
C 1.05 0.89 0.17
C 1.10 0.67 1.68
H -1.71 0.91 0.56
H 1.86 1.40 1.96
H -1.28 0.75 -1.82
H -0.07 -0.49 -3.68
H 1.29 -0.82 3.06
H 2.05 0.93 -0.29
H 0.68 -0.86 -0.66
H -2.99 1.77 0.68
H -1.54 -3.71 -0.03
H 0.36 1.46 -2.19
H 0.13 0.92 2.08
H 0.64 1.91 0.13
H 0.87 -1.39 1.59
H -0.72 -2.59 -0.49

natural (NBO) atomic charge list, values in e, 6 entries:
1. O -0.9608
2. O -0.9297
3. O -0.7576
4. N -0.8502
5. N -0.6750
6. C 0.0974



Which structure wins on stability? two wins.



one:
# C8H16N2

A cluster of 2 separate species, C8H16N2 in total (ωB97M-V/def2-TZVPD, the Open Molecules 2025 dataset).

Properties
LUMO energy = 0.921 eV
HOMO-LUMO gap = 9.6 eV

Atoms and positions in Å:
N -0.63 -2.64 1.32
N -2.61 -1.98 2.00
C -1.30 -2.26 2.38
C -0.99 -3.22 -1.07
C 2.14 3.59 -0.72
C -1.49 -2.73 0.26
C 1.48 2.13 -0.98
C 2.11 0.97 -0.25
C -2.75 -2.42 0.68
C 0.06 2.38 -0.55
H 2.12 1.25 0.82
H 3.26 3.40 -0.82
H 1.63 2.01 -2.06
H 3.07 0.52 -0.45
H -1.57 -2.64 -1.80
H -0.57 1.56 -0.94
H 1.77 4.24 -1.50
H -0.94 -4.31 -1.20
H -3.32 -2.15 2.69
H -0.32 3.36 -0.78
H 0.02 -2.85 -1.17
H 0.10 2.36 0.55
H -0.91 -2.20 3.36
H -3.68 -2.42 0.16
H 1.79 3.98 0.23
H 1.51 0.07 -0.19

natural (NBO) atomic charge list, values in e, 6 entries:
1. N -0.4629
2. N -0.5350
3. C 0.1671
4. C -0.6428
5. C -0.6021
6. C 0.0987



two:
# C8H16N2

A cluster of 2 separate species, C8H16N2 in total (ωB97M-V/def2-TZVPD, the Open Molecules 2025 dataset).

Properties
LUMO energy = 0.874 eV
HOMO-LUMO gap = 9.5 eV

Atoms and positions in Å:
N 2.79 0.08 2.03
N 1.50 0.84 0.41
C -2.40 0.93 0.22
C 2.59 -1.51 -1.97
C 1.42 -0.99 -1.22
C 1.98 1.11 1.61
C 1.83 -0.45 0.11
C 2.57 -0.95 1.16
C -3.31 0.37 1.29
C -3.16 1.04 -1.11
H 0.77 -0.26 -1.76
H 3.49 -0.93 -1.78
H 3.27 -1.78 1.23
H 2.46 -1.47 -3.06
H -3.05 0.03 -1.57
H -4.03 1.09 1.62
H -3.99 -0.43 0.92
H -2.66 -0.01 2.08
H 3.02 -0.03 3.00
H 2.92 -2.55 -1.75
H -1.43 0.44 0.11
H 1.92 2.18 1.85
H -2.12 1.91 0.64
H 0.53 -1.66 -1.11
H -4.22 1.29 -1.12
H -2.70 1.70 -1.84

natural (NBO) atomic charge list, values in e, 6 entries:
1. N -0.5199
2. N -0.4561
3. C -0.4031
4. C -0.6095
5. C -0.4568
6. C 0.1337



Which structure wins on stability? one wins.



one:
# C3H4Cl2O

The molecule C3H4Cl2O (ωB97M-V/def2-TZVPD, the Open Molecules 2025 dataset).

Properties
LUMO energy = 0.776 eV
HOMO-LUMO gap = 9.4 eV

Atoms and positions in Å:
Cl 0.65 1.65 0.01
Cl 1.98 -1.03 0.03
O -1.76 0.07 -0.08
C -3.11 -0.45 0.08
C -0.66 -0.71 -0.04
C 0.53 -0.12 -0.03
H -0.84 -1.79 -0.21
H -3.70 0.13 -0.59
H -3.07 -1.50 -0.24
H -3.48 -0.27 1.10

natural (NBO) atomic charge list, values in e, 6 entries:
1. Cl 0.0123
2. Cl 0.0403
3. O -0.5094
4. C -0.2353
5. C 0.0995
6. C -0.1688



two:
# C3H4Cl2O

A cluster of 2 separate species, C3H4Cl2O in total (ωB97M-V/def2-TZVPD, the Open Molecules 2025 dataset).

Properties
LUMO energy = -0.034 eV
HOMO-LUMO gap = 10.6 eV

Atoms and positions in Å:
Cl -3.58 -0.42 2.14
Cl -1.45 1.05 -2.62
O -1.10 0.93 -0.14
C 0.36 -0.36 -1.45
C 1.40 -0.35 -0.59
C -0.76 0.50 -1.18
H 2.22 -0.93 -0.84
H -3.84 -1.06 3.23
H 0.27 -0.82 -2.38
H 1.55 -0.02 0.42

natural (NBO) atomic charge list, values in e, 6 entries:
1. Cl -0.2647
2. Cl -0.0331
3. O -0.4905
4. C -0.3193
5. C -0.2671
6. C 0.4738



Which structure wins on stability? two wins.